1.
Density functional theory data (ωB97M-V with the def2-TZVPD basis set) for a molecular structure, B4O7.

Computed properties:
E   -626.55080 Ha
Spin multiplicity   1
M   155.2 g/mol
Kohn-Sham gap   7.113 eV
Maximum force   4.60 eV Å⁻¹
Total charge   -2
HOMO energy   -0.99 eV

Each line ends with the Löwdin charge.
CARTESIAN COORDINATES (ANGSTROEM)
1 O -0.4514 0.8604 2.9992  0.024
2 O 0.8360 -2.1816 -2.2435  0.037
3 O 0.8194 1.2119 1.0796  0.196
4 O -1.6385 0.4531 0.9762  0.097
5 O 1.6031 -0.4470 -0.7338  0.178
6 O -0.8208 -1.2998 -0.7530  0.119
7 O -0.2810 1.1119 -1.0781  0.153
8 B -0.4278 0.8826 1.7671  -0.945
9 B 0.6409 -1.4077 -1.3118  -0.862
10 B 0.8819 0.7240 -0.2623  -0.559
11 B -1.1619 0.0922 -0.4396  -0.437

2.
Density functional theory data (ωB97M-V with the def2-TZVPD basis set) for C5H8O in the gas phase.

Computed properties:
E   -270.46158 Ha
Spin multiplicity   1
M   84.1 g/mol
Kohn-Sham gap   10.486 eV
Maximum force   0.63 eV Å⁻¹
SMILES   CCC#CCO
HOMO energy   -9.63 eV

Each line ends with the Löwdin charge.
CARTESIAN COORDINATES (ANGSTROEM)
1 C 1.4388 0.7791 0.5154  -0.109
2 C 0.4840 1.8224 -0.1408  -0.228
3 C -0.6106 0.9139 -0.5214  -0.060
4 C -1.1005 -0.1883 -0.5813  -0.013
5 C -1.4559 -1.6098 -0.4939  -0.270
6 O -1.0485 -2.1916 0.7332  -0.061
7 H 1.6437 0.0345 -0.2602  0.077
8 H 2.3940 1.0862 0.9465  0.068
9 H 0.8529 0.2958 1.3037  0.071
10 H 0.1412 2.6103 0.5423  0.105
11 H 0.9111 2.3327 -1.0138  0.105
12 H -1.0047 -2.1351 -1.3488  0.119
13 H -2.5365 -1.7445 -0.5429  0.117
14 H -0.1089 -2.0056 0.8622  0.080

3.
Density functional theory data (ωB97M-V with the def2-TZVPD basis set) for a molecular structure, C37H71NO2P2SSi3Ti.

Computed properties:
E   -4456.57533 Ha
Spin multiplicity   2
M   788.1 g/mol
Kohn-Sham gap (spin up / spin down)   4.492 / 4.561 eV
Maximum force   1.44 eV Å⁻¹
Total charge   -1
HOMO energy (spin up / spin down)   -2.56 / -2.63 eV

Each line ends with the Löwdin charge.
CARTESIAN COORDINATES (ANGSTROEM)
1 Ti -0.1907 -0.3825 -0.7032  0.830
2 C -2.6785 3.8348 0.0852  -0.115
3 C -2.0428 2.7071 0.9038  -0.538
4 C -2.8708 1.4386 0.7282  -0.148
5 P -0.2799 2.3987 0.3930  1.106
6 C 0.4989 4.1000 0.6609  -0.522
7 C 2.0230 3.9927 0.7476  -0.108
8 C 0.0040 4.9541 1.8304  -0.118
9 C 0.4746 1.4988 1.8070  -0.305
10 C 0.3337 1.9805 3.1104  -0.143
11 C 1.2592 1.7209 4.1025  -0.111
12 C 2.4182 1.0389 3.7378  -0.095
13 C 2.5642 0.5018 2.4759  -0.039
14 C 1.5294 0.5795 1.5126  -0.289
15 N 1.5049 -0.1106 0.3198  -0.103
16 C 2.6340 -0.8266 -0.1794  -0.266
17 C 3.4484 -1.6441 0.6082  -0.059
18 C 4.5167 -2.3396 0.0631  -0.094
19 C 4.7800 -2.2489 -1.2928  -0.103
20 C 3.9487 -1.4733 -2.0898  -0.091
21 C 2.8783 -0.7608 -1.5599  -0.286
22 P 1.6722 0.2105 -2.5622  0.884
23 C 2.2164 -0.1433 -4.3452  -0.503
24 C 3.4920 0.5486 -4.8106  -0.126
25 C 1.1331 0.0944 -5.3987  -0.153
26 C 2.8397 1.9457 -2.1321  -0.497
27 C 2.1913 3.1683 -2.7636  -0.162
28 C 4.3570 2.1271 -2.0681  -0.143
29 H -3.6092 4.1631 0.5557  0.081
30 H -2.9289 3.4720 -0.9129  0.051
31 H -2.0385 4.7107 -0.0284  0.058
32 H -2.0459 2.9843 1.9606  0.085
33 H -2.9639 1.1873 -0.3302  0.057
34 H -3.8761 1.5797 1.1355  0.087
35 H -2.4216 0.5856 1.2381  0.035
36 H 0.2683 4.6317 -0.2717  0.086
37 H 2.3171 3.4899 1.6715  0.075
38 H 2.4628 4.9941 0.7516  0.081
39 H 2.4489 3.4395 -0.0844  0.035
40 H 0.4380 4.6093 2.7681  0.067
41 H -1.0775 4.9791 1.9443  0.055
42 H 0.3423 5.9834 1.6780  0.078
43 H -0.5070 2.6216 3.3442  0.087
44 H 1.1146 2.0855 5.1109  0.094
45 H 3.2228 0.9164 4.4539  0.099
46 H 3.4886 0.0068 2.2267  0.090
47 H 3.2222 -1.7771 1.6497  0.069
48 H 5.1255 -2.9676 0.7031  0.096
49 H 5.6105 -2.7866 -1.7342  0.091
50 H 4.1464 -1.4437 -3.1516  0.086
51 H 2.3837 -1.2226 -4.3179  0.091
52 H 3.3299 1.6156 -4.9645  0.063
53 H 3.8043 0.1183 -5.7696  0.076
54 H 4.3103 0.4414 -4.1092  0.047
55 H 0.9033 1.1602 -5.4960  0.062
56 H 0.2135 -0.4449 -5.1678  0.035
57 H 1.4852 -0.2538 -6.3746  0.072
58 H 2.4910 1.8922 -1.0947  0.029
59 H 2.5346 3.3207 -3.7933  0.058
60 H 2.3987 4.1056 -2.2243  0.062
61 H 1.1040 3.0489 -2.7930  0.012
62 H 4.7794 2.3991 -3.0384  0.052
63 H 4.8649 1.2237 -1.7193  0.058
64 H 4.6336 2.9380 -1.3749  0.060
65 C -2.8303 -2.0216 -2.0159  -0.147
66 O -2.1295 -1.7157 -0.8296  -0.385
67 Si -2.7285 -2.3123 0.6668  0.281
68 C -3.2713 -4.0707 0.2548  -0.167
69 C -4.3840 -1.4235 0.9050  -0.156
70 C -1.4189 -2.0300 1.8599  -0.416
71 Si -2.0876 -1.6153 3.5360  0.365
72 C -2.7771 0.1222 3.8347  -0.182
73 C -0.8771 -1.7542 4.9724  -0.184
74 C -3.5580 -2.7215 4.0288  -0.183
75 Si -0.2670 -3.4785 1.9071  0.365
76 C 0.2407 -4.0340 0.1747  -0.174
77 C 1.3464 -3.2411 2.8691  -0.179
78 C -0.9320 -5.0505 2.7489  -0.193
79 H -2.6754 -3.0661 -2.2991  0.093
80 H -2.4600 -1.3863 -2.8131  0.035
81 H -3.9045 -1.8456 -1.8909  0.088
82 H -4.0811 -4.0648 -0.4807  0.027
83 H -3.6524 -4.5478 1.1603  0.025
84 H -2.4580 -4.6892 -0.1313  0.026
85 H -5.2030 -2.1472 0.9011  0.034
86 H -4.5665 -0.6981 0.1084  0.025
87 H -4.4311 -0.8832 1.8472  -0.008
88 H -2.0183 0.8840 3.6484  0.004
89 H -3.0651 0.1879 4.8887  0.030
90 H -3.6554 0.3653 3.2396  0.003
91 H 0.0173 -1.1517 4.7976  0.022
92 H -0.5647 -2.7775 5.1632  0.011
93 H -1.3665 -1.3826 5.8776  0.025
94 H -4.4862 -2.3633 3.5735  0.015
95 H -3.7032 -2.7301 5.1137  0.023
96 H -3.4098 -3.7510 3.7012  0.011
97 H 1.1651 -3.5445 -0.1427  0.019
98 H -0.5149 -3.7983 -0.5776  0.001
99 H 0.4122 -5.1145 0.1537  0.033
100 H 1.6226 -2.1925 2.9772  0.008
101 H 2.1536 -3.7665 2.3538  0.026
102 H 1.2668 -3.6699 3.8669  0.018
103 H -1.8515 -5.4327 2.3071  0.006
104 H -1.1261 -4.8598 3.8083  0.015
105 H -0.1763 -5.8404 2.6912  0.025
106 C 0.4653 -1.3325 -2.4723  -0.403
107 H 0.9757 -2.2993 -2.4332  0.010
108 H -0.3469 -1.3993 -3.2139  -0.025
109 C -1.4377 2.9804 -3.2219  -0.240
110 S -1.0761 1.2256 -3.3421  0.848
111 C -2.4995 0.8334 -4.3847  -0.231
112 O -1.5118 0.6860 -1.9864  -0.669
113 H -2.5027 3.0968 -3.0300  0.051
114 H -1.1424 3.4709 -4.1490  0.066
115 H -0.8566 3.3667 -2.3879  0.019
116 H -2.4885 1.5066 -5.2413  0.057
117 H -3.4039 0.9551 -3.7899  0.063
118 H -2.3993 -0.1955 -4.7254  0.047

4.
Density functional theory data (ωB97M-V with the def2-TZVPD basis set) for C8H6F6O in the gas phase.

Computed properties:
E   -982.81681 Ha
Spin multiplicity   1
M   232.1 g/mol
Kohn-Sham gap   9.586 eV
Maximum force   4.70 eV Å⁻¹
SMILES   C/C(C(=O)F)=C(\C)C(=C(F)F)C(F)(F)F
HOMO energy   -9.51 eV

Each line ends with the Löwdin charge.
CARTESIAN COORDINATES (ANGSTROEM)
1 C 1.0912 1.1049 -0.6540  -0.004
2 C 0.5992 0.9674 0.7817  -0.153
3 C 1.2941 1.9757 1.6986  -0.382
4 O 1.8648 1.6532 2.7406  0.146
5 F 1.4179 3.2056 1.1559  0.107
6 C -0.1080 -0.0626 1.2190  -0.197
7 C -0.3908 -1.2670 0.4282  0.010
8 C -0.6148 0.1619 2.5565  -0.011
9 C -1.0761 1.4137 2.7397  -0.268
10 F -1.4937 1.8266 3.9730  0.128
11 F -1.2646 2.4419 1.9638  0.194
12 C -0.7669 -0.8804 3.6302  -0.561
13 F -0.2249 -2.1204 3.2674  0.095
14 F -0.2544 -0.4872 4.7734  0.200
15 F -2.0316 -1.2074 3.7494  0.178
16 H 0.5237 0.5901 -1.3712  0.062
17 H 2.1331 0.5986 -0.5965  0.133
18 H 1.4608 2.1281 -0.6899  0.076
19 H -1.4636 -1.2390 0.0316  0.140
20 H -0.3068 -2.1234 0.9913  0.057
21 H 0.2021 -1.2693 -0.4078  0.047